This record from OMol25 describes a 13-piece molecular cluster, C37H108N18O13 overall. The level of theory is ωB97M-V with the def2-TZVPD basis set.

The geometry in XYZ format:
```
176
Properties=species:S:1:pos:R:3:forces:R:3
C -2.10910 1.28718 3.81769 1.86 -0.12 -1.69
O -2.02938 2.15894 3.01271 -1.08 3.79 -2.06
N -1.52417 0.16997 3.52243 1.98 -4.45 -0.78
N -2.57321 1.29380 5.01152 -2.44 0.91 4.32
H -1.17423 0.09118 2.57827 0.00 -0.40 0.09
H -1.38838 -0.55590 4.21147 0.08 -0.05 -0.54
H -2.97525 2.15193 5.36090 0.14 -0.41 0.33
H -2.38599 0.46931 5.56404 -0.50 0.73 0.40
C 1.99651 -4.22057 -0.56242 -0.30 6.82 0.18
O 2.72054 -3.19942 -0.34530 -1.27 -1.96 0.13
N 2.45201 -5.36401 -0.86496 2.14 -4.98 -1.03
N 0.64362 -4.14012 -0.64806 -1.37 -0.26 0.12
H 1.83695 -6.03449 -1.30342 0.43 -0.06 0.19
H 3.44851 -5.52199 -0.91110 -0.26 0.11 0.06
H 0.11503 -3.28936 -0.77802 0.66 -0.01 0.23
H 0.12021 -4.99016 -0.80164 -0.04 0.25 0.06
C -3.97842 -4.94234 -1.34948 -0.16 -1.59 0.59
O -3.31660 -5.57051 -2.15061 1.14 -0.49 -1.31
N -4.79262 -5.52998 -0.50068 -1.84 -2.94 1.21
N -3.91999 -3.68209 -1.11459 1.21 4.93 -0.54
H -5.34172 -5.05396 0.20075 0.20 -0.37 -0.28
H -4.81449 -6.53013 -0.63966 -0.52 0.14 0.54
H -4.60795 -3.17234 -0.57889 0.18 -0.22 -0.19
H -3.35731 -3.16628 -1.77597 -0.12 0.64 -0.16
C -1.52864 -2.62640 -3.72812 -2.14 0.37 1.31
O -2.57654 -2.09228 -3.30806 -0.02 -0.16 -0.06
N -1.30524 -3.91061 -3.74437 1.25 -2.99 -0.01
N -0.50314 -1.95536 -4.17803 0.60 2.18 -0.68
H -0.32269 -4.04026 -3.93902 -0.33 -1.16 0.10
H -1.78244 -4.61930 -3.20574 -0.62 0.11 0.10
H 0.34645 -2.43471 -4.43980 -0.01 0.95 -0.22
H -0.77849 -0.99259 -4.30977 1.39 0.46 -0.18
C -1.95839 1.33131 -4.23286 -0.39 -0.36 -0.67
O -0.89910 1.09293 -3.66416 0.16 0.79 -0.55
N -2.35485 2.42329 -4.95060 1.07 1.12 0.02
N -2.95373 0.46494 -4.29156 -1.76 -1.26 -0.12
H -1.68342 3.09305 -5.29803 -0.44 -0.05 0.07
H -3.33331 2.41592 -5.20091 0.65 0.78 -0.32
H -2.92339 -0.45739 -3.88111 0.11 -0.38 0.40
H -3.73897 0.72122 -4.87278 0.12 -0.66 0.28
C 5.49772 -1.57602 -2.58647 0.19 0.53 -1.29
C 4.26604 -0.78380 -3.15063 2.03 -0.44 0.11
C 4.56007 -0.35592 -4.63842 1.05 0.34 1.81
O 5.66303 0.63634 -4.61321 -0.95 -0.03 -0.56
C 5.77805 1.25632 -5.90832 -0.64 -1.01 -0.19
N 3.10479 -1.61446 -3.10824 -1.32 -0.40 -0.82
H 5.42278 -2.06895 -1.61719 -0.39 0.48 0.15
H 6.39423 -0.96179 -2.67074 -0.03 0.36 0.59
H 5.77445 -2.36166 -3.28952 -0.48 -0.37 -0.21
H 4.02954 0.08926 -2.54240 0.64 0.53 -0.03
H 3.63430 0.00568 -5.08598 0.07 0.56 -0.09
H 4.86723 -1.23724 -5.20146 0.17 -0.08 -0.10
H 6.52275 2.02413 -6.11801 0.34 0.03 1.31
H 4.81603 1.70432 -6.15715 -0.14 -0.07 -0.28
H 6.04108 0.46306 -6.60807 -0.32 -0.08 -0.42
H 2.36806 -0.93378 -3.22656 -0.75 0.01 -0.21
H 2.91340 -1.91869 -2.16435 0.42 -0.35 0.42
C -1.13502 4.91893 -0.24653 0.49 2.13 -0.69
C -0.86058 4.83322 -1.77799 1.14 -0.57 0.98
C 0.68352 4.51998 -2.05026 -2.50 0.86 0.87
O 1.07304 3.49034 -1.16928 0.65 1.21 0.08
C 2.48561 3.45598 -1.03954 0.34 -0.80 0.50
N -1.67455 3.74029 -2.13527 -0.61 -2.15 -1.09
H -0.57624 5.78691 0.10345 0.54 -0.23 0.64
H -0.88012 3.99767 0.27731 0.11 0.19 -0.14
H -2.15493 5.21717 -0.00377 -0.22 -0.45 -0.43
H -1.14388 5.68008 -2.40302 0.04 0.48 0.49
H 1.12929 5.49033 -1.83163 0.90 -0.15 -0.09
H 0.81066 4.19105 -3.08164 0.21 0.20 -0.23
H 2.69654 2.59374 -0.40697 0.25 -0.29 -0.44
H 2.97531 4.25974 -0.48977 -0.59 0.68 -0.06
H 2.96343 3.39401 -2.01727 0.04 -0.32 -0.03
H -1.56123 3.46977 -3.10175 -0.16 0.46 -0.40
H -1.16488 2.97624 -1.71507 -0.38 -0.76 0.51
C -5.06687 0.51367 -0.09698 0.62 0.47 0.38
C -5.22654 0.73176 -1.57455 -1.08 -0.40 -0.63
C -6.74599 0.61683 -1.99345 1.17 1.13 -0.45
O -7.32602 -0.63112 -1.85439 0.71 -1.35 0.32
C -6.92649 -1.57514 -2.84303 -0.89 -0.53 0.24
N -4.63990 2.02476 -1.97248 -0.93 -0.68 0.45
H -5.60511 1.31866 0.40342 -0.23 -0.33 0.40
H -4.02888 0.61580 0.21966 0.27 0.22 -0.14
H -5.31915 -0.49419 0.23265 -0.64 0.11 -0.06
H -4.79845 -0.13174 -2.08368 0.58 -0.16 -0.33
H -6.81291 0.79954 -3.06594 0.16 0.82 -0.34
H -7.37844 1.33083 -1.46590 0.15 0.08 0.12
H -5.99170 -2.12937 -2.75876 0.43 0.32 0.87
H -6.85652 -1.15657 -3.84703 -0.48 0.38 -0.14
H -7.71947 -2.31888 -2.76470 0.05 -0.12 -0.52
H -3.66034 2.06692 -1.72999 0.12 0.19 0.01
H -4.73727 2.20548 -2.96140 0.03 -0.07 -0.02
C 5.87341 3.24038 -2.08921 0.78 0.66 -0.74
C 6.85688 2.47374 -1.16990 -1.10 0.95 1.11
C 6.24706 1.43463 -0.19437 0.38 1.43 -0.66
O 5.18993 2.02859 0.57075 0.75 0.01 -1.79
C 4.69952 1.16000 1.51882 0.34 -1.20 0.94
N 7.90958 1.93195 -1.94609 0.86 -1.10 -2.04
H 5.35065 2.69010 -2.87152 -0.41 -0.86 0.65
H 6.46414 3.85537 -2.76812 0.72 0.22 0.16
H 5.22770 4.00790 -1.66251 -0.14 -0.58 0.62
H 7.42039 3.18999 -0.57194 -0.81 0.55 0.55
H 7.10248 1.15092 0.41871 -0.06 -0.18 0.65
H 5.99757 0.54909 -0.77889 -0.81 -0.16 0.10
H 4.70854 0.11715 1.20184 -0.47 0.02 -0.61
H 3.69064 1.42625 1.83405 0.18 0.20 0.08
H 5.40844 1.09694 2.34438 -0.16 0.39 0.70
H 8.35862 1.09746 -1.59668 -0.03 0.01 0.53
H 7.56072 1.66029 -2.85416 -0.06 -0.12 -0.30
C 1.46794 -0.22972 0.53808 -0.08 -0.43 1.19
C 0.56341 -0.18308 -0.66833 -0.05 1.42 -0.17
C -0.85198 0.44630 -0.26883 0.73 -0.97 0.60
O -1.52408 -0.31999 0.74242 -0.38 0.03 -0.70
C -2.05187 -1.52030 0.21528 -0.44 0.24 0.36
N 1.12385 0.65470 -1.75022 -0.54 -0.44 0.43
H 1.58206 0.73815 1.02624 0.00 0.28 -0.22
H 2.45061 -0.69556 0.46423 0.04 0.21 -0.87
H 1.02615 -0.86531 1.30550 -0.43 -0.06 0.16
H 0.54431 -1.17453 -1.12083 -0.67 -0.25 0.21
H -1.51533 0.63486 -1.11294 -0.01 -0.59 -0.47
H -0.75885 1.43994 0.16946 0.67 0.03 0.23
H -2.78447 -1.95926 0.89257 0.53 -0.06 0.73
H -1.22446 -2.20316 0.02241 -0.36 -0.29 -0.21
H -2.70920 -1.35725 -0.63879 0.60 0.31 -0.67
H 1.12239 1.60825 -1.41728 0.33 0.19 0.16
H 0.33239 0.69996 -2.37603 0.29 -0.03 -0.78
C 1.50473 2.55204 3.82520 1.27 1.31 0.43
C 1.47756 4.10550 3.77373 0.01 -0.16 0.32
C 2.24646 4.67051 2.59782 1.94 0.44 -1.51
O 2.58076 6.12901 2.53924 -1.33 -1.36 -0.33
C 2.93236 6.58375 1.20321 0.04 -0.11 1.70
N 0.09165 4.38204 3.74656 -1.59 1.00 -0.07
H 1.15435 2.17889 2.86286 0.20 -0.31 0.03
H 0.85745 2.20239 4.62949 -0.17 0.15 -0.17
H 2.52365 2.27497 4.09566 0.06 -0.58 -0.46
H 1.85435 4.55835 4.69082 0.47 -0.23 0.17
H 1.80421 4.35744 1.65204 -0.84 0.31 -0.13
H 3.20454 4.16039 2.49807 0.53 -0.11 0.47
H 3.90048 6.15446 0.94521 0.01 -0.10 -0.37
H 3.04080 7.66372 1.30329 0.08 -0.03 -0.02
H 2.17530 6.40334 0.44006 -0.14 -0.38 0.09
H -0.07683 5.33263 3.44977 -0.22 0.18 -0.02
H -0.36536 3.75905 3.09608 -0.45 -0.01 -0.09
C -8.26193 -4.90875 5.25124 1.84 0.40 -0.70
C -7.29048 -3.69709 5.49829 -0.45 -1.54 -0.79
C -6.46029 -3.29078 4.24029 -0.52 -1.12 1.20
O -5.61106 -2.27458 4.64783 0.63 0.53 0.68
C -4.76770 -1.75996 3.62966 -1.89 0.52 0.17
N -8.02367 -2.54677 6.00733 0.37 0.12 -0.15
H -7.70364 -5.79456 4.94834 0.55 -0.15 0.40
H -8.81815 -4.77102 4.32402 -0.92 0.50 0.58
H -8.77342 -5.18254 6.17402 -0.53 0.29 -0.39
H -6.61671 -3.95885 6.31415 0.63 -0.60 -0.36
H -7.13666 -3.05168 3.41965 -0.16 0.57 -0.15
H -5.82869 -4.11092 3.89889 -0.10 -0.59 -0.03
H -4.18108 -0.95892 4.07945 0.46 -0.48 -0.19
H -5.48483 -1.26978 2.97123 0.37 0.24 -0.78
H -4.26674 -2.55939 3.08371 0.54 0.09 0.17
H -7.22669 -1.95111 6.18084 -0.16 1.12 0.02
H -8.25884 -2.83109 6.94752 -0.63 0.12 0.28
C 5.29299 -2.22453 2.38698 0.07 0.13 0.33
C 4.42896 -3.23334 3.15639 -1.54 2.57 0.36
C 3.02656 -2.63167 3.60288 0.74 0.17 0.72
O 3.19241 -1.47569 4.50657 -1.34 -1.03 -0.91
C 1.89978 -0.82188 4.70774 1.65 0.20 -1.41
N 4.15321 -4.39735 2.37179 -0.14 -1.07 0.07
H 4.89712 -1.79333 1.46749 -0.44 -0.54 -0.07
H 6.18452 -2.80036 2.13861 0.35 0.33 -0.13
H 5.55493 -1.36887 3.00935 0.20 -0.10 0.17
H 4.98233 -3.36725 4.08589 -0.06 -0.88 0.04
H 2.38056 -3.35538 4.09991 0.52 -0.55 0.60
H 2.38866 -2.46214 2.73544 0.33 1.04 -0.57
H 2.07537 0.05901 5.32524 -0.14 -0.44 0.41
H 1.08814 -1.47915 5.01974 0.22 -0.18 0.46
H 1.63733 -0.41806 3.72991 -0.42 0.07 -0.15
H 4.98749 -4.71099 1.89670 0.31 -0.14 0.17
H 3.54660 -4.13576 1.60779 -0.27 0.27 -0.14
```
Forces are in eV/Å.

## Properties
- highest occupied orbital energy (eV) = -8.439
- gap between HOMO and LUMO (eV) = 8.49
- total energy (hartree) = -3438.13756
- M (g mol⁻¹) = 1013.38

These are the Mulliken partial charges, in e, on atoms 1 to 99:
1. C 0.679
2. O -0.673
3. N 0.293
4. N -0.365
5. H -0.303
6. H 0.157
7. H 0.269
8. H 0.138
9. C 0.733
10. O -0.496
11. N -0.423
12. N -0.078
13. H 0.154
14. H 0.272
15. H -0.487
16. H 0.175
17. C 0.697
18. O -0.771
19. N -0.386
20. N 0.220
21. H 0.130
22. H 0.249
23. H 0.196
24. H -0.517
25. C 0.652
26. O -0.727
27. N -0.310
28. N -0.154
29. H 0.149
30. H 0.263
31. H 0.190
32. H -0.187
33. C 0.680
34. O -0.908
35. N -0.402
36. N -0.036
37. H 0.262
38. H 0.109
39. H -0.138
40. H 0.223
41. C -1.753
42. C 1.469
43. C -1.048
44. O -0.121
45. C -0.943
46. N -0.573
47. H 0.233
48. H 0.420
49. H 0.465
50. H -0.079
51. H 0.454
52. H 0.355
53. H 0.291
54. H 0.341
55. H 0.327
56. H 0.086
57. H 0.054
58. C -0.989
59. C -0.170
60. C -1.056
61. O 0.744
62. C -1.055
63. N -0.212
64. H 0.418
65. H -0.182
66. H 0.491
67. H 0.541
68. H 0.456
69. H 0.376
70. H 0.134
71. H -0.060
72. H 0.491
73. H 0.016
74. H -0.205
75. C -1.266
76. C 2.268
77. C -1.013
78. O -0.366
79. C -0.581
80. N -0.697
81. H 0.413
82. H -0.069
83. H 0.240
84. H -0.717
85. H 0.446
86. H 0.332
87. H 0.136
88. H 0.314
89. H 0.285
90. H 0.051
91. H 0.271
92. C -1.397
93. C 0.689
94. C -0.442
95. O -0.194
96. C 0.575
97. N -0.769
98. H 0.171
99. H 0.562